DFT (ωB97M-V/def2-TZVPD) results for a 14-piece molecular cluster, C16H60N8O14 overall.

Calculated values
* relative energy (zero: lowest compared OMol25 entry of this formula, charge and spin): 0.00 kcal/mol
* LUMO energy: -0.05 eV
* charge: 0

Element x y z (Å)
O -2.616 -2.145 0.743
H -1.706 -2.019 0.450
H -2.792 -3.079 0.597
O 1.967 -2.542 -3.633
H 2.143 -3.460 -3.853
H 1.709 -2.557 -2.702
O 0.329 -4.193 -0.897
H 0.966 -3.469 -0.828
H 0.754 -4.843 -1.464
O -1.672 1.974 1.334
H -1.420 2.716 0.771
H -2.266 2.353 1.989
O -3.732 0.014 -0.620
H -3.401 -0.518 0.122
H -4.570 -0.392 -0.859
O 3.361 -3.169 -1.140
H 3.390 -3.893 -0.507
H 2.778 -2.504 -0.739
C 0.359 -0.558 -0.444
O 1.194 -1.407 -0.796
N -0.492 0.083 -1.293
N 0.224 -0.154 0.847
H -0.246 -0.033 -2.266
H -1.087 0.791 -0.908
H 0.704 -0.702 1.554
H -0.604 0.352 1.135
C 1.358 1.250 -4.033
O 2.439 1.419 -3.495
N 0.470 2.244 -4.285
N 0.891 -0.017 -4.324
H -0.435 2.068 -4.681
H 0.676 3.193 -4.021
H -0.074 -0.005 -4.600
H 1.426 -0.841 -4.072
C 3.685 1.530 0.624
O 4.373 2.459 0.994
N 3.609 0.324 1.275
N 2.863 1.573 -0.487
H 4.073 0.215 2.156
H 2.994 -0.406 0.968
H 2.592 0.696 -0.896
H 2.980 2.421 -1.012
C -3.768 2.801 -2.808
O -3.936 3.220 -3.934
N -2.696 1.990 -2.451
N -4.613 3.045 -1.763
H -2.881 1.287 -1.741
H -2.291 1.583 -3.280
H -5.435 3.576 -1.986
H -4.472 2.592 -0.879
C -3.026 -3.997 -4.348
C -1.838 -3.788 -3.411
C -1.293 -2.391 -3.553
O -2.363 -3.967 -2.107
H -2.655 -4.041 -5.379
H -3.761 -3.203 -4.233
H -3.498 -4.976 -4.237
H -1.095 -4.529 -3.727
H -1.995 -1.647 -3.160
H -0.809 -2.110 -4.483
H -0.521 -2.269 -2.779
H -1.607 -4.003 -1.506
C 1.349 1.587 6.965
C 0.593 0.667 6.027
C 0.360 1.244 4.662
O 1.286 -0.633 5.938
H 1.023 1.427 8.002
H 1.192 2.655 6.822
H 2.412 1.351 7.030
H -0.343 0.341 6.491
H -0.305 2.112 4.682
H -0.125 0.538 3.988
H 1.274 1.634 4.206
H 0.989 -1.104 6.720
C 0.371 4.691 0.201
C -0.292 4.475 -1.164
C -1.530 5.340 -1.374
O 0.628 4.678 -2.218
H 1.203 5.398 0.155
H 0.801 3.766 0.589
H -0.309 5.128 0.939
H -0.616 3.431 -1.227
H -1.899 5.026 -2.356
H -1.203 6.382 -1.324
H -2.398 5.198 -0.729
H 0.717 5.612 -2.429
C 3.147 -3.029 3.724
C 1.763 -2.698 3.158
C 0.721 -3.446 3.984
O 1.513 -1.295 3.242
H 3.187 -2.746 4.776
H 3.968 -2.483 3.251
H 3.338 -4.091 3.562
H 1.749 -2.981 2.105
H -0.272 -3.047 3.773
H 0.881 -3.539 5.057
H 0.733 -4.495 3.656
H 1.451 -1.041 4.180